No. 1
Entry from OMol25: 3 unconnected molecules or ions with the total composition C38H53BNO12S2 (the ωB97M-V functional and the def2-TZVPD basis).

The geometry in XYZ format:
```
107
C38H53BNO12S2, DFT the ωB97M-V functional and the def2-TZVPD basis
H -4.3792 -3.2272 -3.8458
C 2.9790 1.5807 3.9209
H -5.9062 0.8159 1.0602
C -5.8648 -2.1509 -2.7328
H 3.8440 0.9199 3.7790
H -0.1244 6.1807 0.9677
O 2.0811 -2.2966 -0.5070
H -4.0290 1.4454 -0.3320
C 0.4264 6.4327 5.3652
H -5.8041 -0.6373 2.9299
C 2.3856 1.1345 1.7000
C 0.6908 4.6545 3.5586
C -5.7863 -0.2423 0.8192
H -1.8209 1.0994 -0.7148
H -5.7628 -2.8979 -1.9479
O 1.9690 0.9214 -0.4944
C -0.2147 -5.1461 -3.9056
H -6.9656 -4.4167 1.4293
H -0.2294 8.3656 4.7641
C 0.2912 5.5781 2.6697
H 0.4432 2.5253 1.5939
H 0.0158 -0.8390 1.5688
H -0.6539 -1.6084 -1.8571
H 0.0242 2.2713 -0.0766
O 8.7770 2.7364 -3.9024
H -7.3314 -0.9128 2.0990
H 1.1622 -3.9758 -5.0817
C 2.4612 1.5068 5.3595
H -4.2382 -1.1282 -5.0196
H -6.0295 -3.4954 -4.3838
O 5.6703 0.0938 -1.5873
C 2.0228 -3.6964 -0.5397
H 0.9723 -1.1488 -2.3080
B 2.9662 2.0518 -0.2938
H -0.1385 -5.3811 -0.5394
H -1.4266 -6.1803 -2.4943
C -1.2487 1.2744 1.3226
C 0.1557 -5.0824 -1.5380
H 10.1730 1.6676 -4.7164
H -1.1885 0.6182 2.1949
O 10.1733 0.6944 -4.6034
C 7.5417 -0.9357 -2.6576
C 0.8049 -1.6794 -0.2373
C -3.5997 0.7910 0.4392
C 6.7451 0.3044 -2.3044
C 0.0315 7.3559 4.4804
C 0.9252 -0.7474 0.9761
O 7.1349 -2.0034 -2.2411
H -7.2669 -3.1532 0.2614
C 8.7366 -0.7866 -3.4689
C -0.5671 -5.5379 -2.6304
C 7.1271 1.5344 -2.7042
H 0.8486 5.7992 7.0442
H 0.9501 3.6401 3.2747
H 1.4712 1.0580 5.3903
H 1.7224 -1.1736 1.5893
C -0.0532 6.9922 3.0778
S -3.2420 -2.5457 -0.7780
H 2.4057 2.5124 5.7582
C -2.0962 0.6196 0.2268
H -6.9304 -1.9361 -2.8319
C -5.3298 -2.7289 -4.0402
S -5.0184 -0.6465 -2.1866
C -5.9754 -2.5607 1.9254
C 0.7883 5.0265 4.9514
H -5.8024 -2.9506 2.9311
O 1.9409 1.2349 3.0303
O -0.3935 7.7620 2.1973
H 3.0540 -4.0488 -0.6229
C -4.1937 -1.2411 -0.6992
H 0.1355 -2.4953 0.0626
H 9.2929 -1.6759 -3.7293
H -1.8522 -0.4343 0.1208
H 3.3421 2.5898 3.7048
C 0.8746 -4.3083 -4.0938
H 2.6296 3.0669 -0.9137
C 8.3206 1.6788 -3.4902
H -6.4449 -0.4261 -0.0314
H 2.4350 -3.1944 -3.1415
C 1.2749 0.7203 0.6957
O 1.1470 4.2706 5.8388
C 0.2292 -1.0611 -1.5183
C 9.1028 0.4390 -3.8614
O 2.8902 2.3162 1.2059
C 1.2381 -4.2401 -1.7134
H -5.1267 -2.1800 -6.1259
O 0.1625 5.3431 1.3763
H 3.1487 0.9444 5.9930
H 3.1989 0.3797 1.6360
H 0.0000 -0.0083 -1.4142
C 1.5927 -3.8593 -3.0021
H -6.0002 -0.9971 -5.1499
C 0.1342 1.7646 0.8864
H -0.7873 -5.4783 -4.7614
H 1.6156 -4.0985 0.3973
C -6.2490 -1.0589 2.0284
N -4.3754 -0.4810 0.4761
O 0.5391 6.6490 6.6693
H 4.0952 1.6866 -0.5605
C -7.1442 -3.3442 1.3295
H 6.5597 2.4189 -2.4507
H -8.0740 -3.1188 1.8527
H -1.7998 2.1577 1.6702
H 5.5990 -0.8648 -1.4210
H -3.7832 1.2865 1.3924
C -5.1583 -1.6924 -5.1524
H -5.0643 -2.7549 1.3634
```

Computed properties:
Energy, eV: -88672.7861
Frontier orbital gap, eV: 4.9
LUMO energy, eV: 0.62
M, g mol⁻¹: 790.8
Net charge: -1
Max |F|, eV/Å: 1.635

Atom charges from the Löwdin analysis, given in e for atoms 1 to 2: atom 1 (H): 0.094, atom 2 (C): -0.259

***

No. 2
Entry from OMol25: 17 unconnected molecules or ions with the total composition C96H142F9N17O18 (the ωB97M-V functional and the def2-TZVPD basis).

The geometry in XYZ format:
```
282
C96H142F9N17O18, DFT the ωB97M-V functional and the def2-TZVPD basis
C -8.2407 2.1274 3.3926
C 1.0807 0.3507 1.2821
H 4.0056 0.3806 2.1010
N -4.6765 7.5011 0.8697
C -3.2840 -7.8071 -3.0238
H 8.3384 -7.5328 -1.9213
C -1.1188 -4.8251 -2.8669
H 6.7300 -1.3871 0.9167
H -0.2861 -0.8475 2.5479
C -7.5192 0.8274 2.9688
C 0.1303 3.3591 0.4309
C 6.5218 6.0521 7.8509
H -4.0039 5.7032 -0.0571
C -4.7307 8.1019 2.1192
H 1.3181 -0.8841 3.1524
C -2.9388 6.3409 -5.6552
H -0.0586 4.7417 6.3881
C 2.5841 5.2544 -8.8308
C -6.7209 -10.3195 -4.4171
C 7.5538 -7.8438 -1.2129
H -4.2869 -1.5716 -4.2719
C 1.9875 5.3426 6.8106
C 4.0022 6.3496 8.7804
H 2.9423 -2.0207 2.0973
O -1.9037 6.8898 -0.0250
H -1.2555 5.5056 4.7205
H 3.1174 -3.9943 4.4846
O -0.6474 -7.5718 0.3474
H -6.5743 13.9478 3.6240
N -6.4736 0.4376 3.9549
H -3.5391 6.8626 -6.4392
C 0.3925 -2.2995 -5.8983
H -1.3706 1.7977 -5.4473
H 4.7318 -13.1356 2.4446
H 3.7684 7.3565 4.7499
H -1.2634 7.2103 4.9783
H -1.0699 7.5984 -5.5177
H 1.5412 7.4489 3.8149
C -1.4327 6.5849 -5.8277
H -0.6371 -0.8963 -4.0644
H 5.8576 -5.4467 -2.3292
H -1.1527 6.4954 -6.8549
N -2.8690 3.4977 3.5577
C -4.2202 -6.1124 -4.4719
O -2.4346 -2.4217 -4.6044
H -8.0008 3.0181 1.4844
O 4.1093 1.9627 3.8342
C -6.3538 12.2281 0.3472
C 6.0271 1.1943 1.4536
H 5.0081 -1.9822 4.2885
F 3.4968 3.9514 -8.4358
O -3.5458 4.3748 4.1576
C 5.6161 -7.1912 -0.0049
C 7.7757 -11.9740 2.9526
C 2.3061 -2.2038 -7.4117
H -5.0799 0.1255 6.6399
H -4.6175 7.4665 2.9204
C -5.9065 -0.9148 3.6723
C 6.1962 -2.0043 1.6571
N 4.4920 2.9784 4.4679
C 6.6571 -5.5583 -1.5734
N 0.6383 6.1958 5.1588
C -1.0317 -7.2751 2.8549
F 0.8293 5.0355 -9.1899
H -4.0522 -0.8873 4.6560
H 7.0608 -14.7815 3.6235
H 3.7879 -1.6770 -13.4264
H -1.4866 -7.8644 3.6470
C -4.4653 7.4674 -4.2094
C -5.2704 -8.3976 -4.5712
N -7.0064 -10.2150 -5.7239
N -1.3686 7.2783 1.0373
H 8.3100 -9.8604 -0.8080
O 5.6805 3.2832 4.5782
C 3.2808 -3.4479 -9.3753
C 7.4808 6.2122 10.1836
H -0.7668 5.9208 -5.2928
N 3.8832 -2.3214 -11.3956
F 3.0872 4.7451 -10.0088
H 5.9218 0.0956 4.2074
H 6.7984 -2.5417 2.4136
C 2.9940 -1.5050 -6.3509
C 2.3373 -1.2577 -5.1777
H 0.3810 0.4412 0.4732
C 7.5446 -9.1004 -0.5786
H 3.3640 2.9427 0.9904
H 4.0041 -1.0840 -6.5464
H -9.5173 2.1289 1.6655
C -6.6021 13.3742 2.7112
O 4.6281 -3.2323 -1.6107
C -3.2679 -5.2869 -4.0016
H -0.0545 2.4291 -0.1546
C 5.5594 -11.3705 1.4235
C 6.6920 -10.5984 1.2808
H -0.2318 -6.6906 3.3129
H -0.5779 -2.6341 -5.5678
C -5.7561 -9.4887 -3.8221
H 2.4586 1.8917 0.0144
O -4.8121 8.0354 -3.1660
O -2.0567 7.8564 1.9026
H -5.0029 7.6496 -5.1293
C 1.0799 1.7121 2.0979
F -4.2210 -0.7646 -1.9789
H 3.0951 -0.0720 -9.0042
C 4.1888 6.1769 7.3939
H -3.8001 0.2725 -6.0786
C 1.7051 6.8878 4.6994
C -2.3230 -6.9156 -2.5769
H 8.6015 -10.2295 2.2100
H 1.7398 -3.7908 3.4220
C -5.7912 -0.5473 6.0421
C 6.5431 -13.9431 4.0356
C 4.9253 0.0524 1.6400
C 6.6260 -9.3332 0.3939
H 7.6054 -5.5930 -2.1189
H 4.1812 -4.3446 -11.1514
H 2.9582 4.8088 -0.5173
C 0.7328 -0.8961 2.1984
H 4.6560 -0.4764 0.7347
C -3.1404 -1.4161 -4.0496
C -5.0781 9.4220 2.2974
H -5.4675 11.7485 3.4862
C -4.9994 8.1859 -0.2466
H 0.1532 1.7683 2.7153
H -3.1002 2.2667 -5.5579
H -7.0155 0.8114 1.9728
H -8.1403 15.7064 0.9162
H 0.8378 -1.8009 1.6222
O 2.9560 -1.8382 -1.9177
C 0.7211 4.5056 -0.4262
C -5.0695 -1.2585 4.8735
H -1.4533 -6.9985 -1.9200
C -6.9383 0.2483 5.3722
C -8.8122 2.8177 2.1472
H 5.5844 2.2159 1.5995
H -7.5512 2.8707 3.7840
H 7.2633 1.7344 3.2919
C -5.2551 9.5588 -0.0743
H 2.1627 3.6882 3.0554
C 3.2052 -1.0548 -9.4809
N 5.4682 -1.0010 2.4694
H -3.0031 5.2660 -5.7781
H 0.6660 5.5096 0.0211
H -5.4033 10.1403 -0.9560
H -3.3137 -8.8078 -2.6184
O 0.2823 -7.4299 -1.6603
H 1.7651 5.0019 1.8840
O 3.5968 -3.0549 -3.5388
C 2.4742 2.8745 0.4309
H 8.1067 5.3871 9.8855
C -4.5009 5.9705 0.8617
C 0.7802 5.3410 6.1533
O -3.3131 2.8692 2.6303
H 8.6496 -12.2331 3.5429
C 7.8138 -10.9481 2.0626
C -6.0088 12.1410 2.6354
O -3.5016 6.5454 -4.3114
H -4.6642 1.3466 4.5602
C -7.7570 15.3101 1.8510
C 1.4212 4.0782 2.3496
H -0.7809 3.4154 1.0794
H -8.2471 0.0174 3.0189
C 0.3336 -1.2185 -3.7041
H -2.0442 2.0130 -7.0144
C 4.1561 -2.5196 -12.8642
H 1.0046 -0.4918 -3.2366
H -7.6692 -11.6311 -7.2648
H 6.9144 6.0443 11.1262
H -4.9695 -5.8143 -5.1128
N -7.0856 14.0136 1.6338
H 2.0712 0.2266 0.8855
C -5.3289 10.1918 1.1757
H -7.1023 1.2532 5.7699
N -2.3367 -5.6928 -3.1220
H -5.3735 -0.7821 2.7875
H -2.2936 -0.5967 -6.4467
C 1.4651 -6.3895 0.0160
C -5.6862 -8.3442 -5.8970
H 3.9216 -3.4907 2.4318
H 4.9474 -8.6035 1.4845
C 5.5735 -12.4288 2.3216
H -3.1671 -4.2036 -4.3390
F -2.1310 -0.8910 -1.9034
F 0.7189 -5.2562 -0.1794
H 4.9920 6.6551 10.6535
N 6.5896 -6.9246 -0.9266
H -3.9134 5.7137 1.7566
H 5.3826 -2.5693 1.1285
C 2.1832 4.0594 -0.6267
H 4.0117 -0.8333 3.8411
H 8.0429 7.1281 10.2496
C 7.0533 0.9122 2.5661
C -7.0440 13.3960 0.4796
H -8.5561 15.2830 2.5799
H -6.6952 -1.5301 3.3816
F 2.6636 -6.3640 -0.5819
H 7.2304 -0.9408 3.7620
H -5.7694 2.5077 3.9523
O -0.1990 6.9648 1.3247
C 3.4829 -2.6130 2.8508
H 3.6411 -3.4175 -13.1902
C 3.7606 -3.4864 -10.6303
H -5.2413 -7.5677 -6.5270
H -9.0110 1.9697 4.1612
H -5.5093 -9.6169 -2.7925
H 2.1263 -2.6367 4.7088
C -4.2376 -7.4618 -4.0131
N 3.7539 -2.6866 -2.3425
C -2.7538 0.2165 -5.8289
H -6.9459 16.0028 2.1576
H 4.8105 -6.5156 0.1000
H -8.2113 -11.8650 -5.5535
H 2.2813 3.5802 -1.5785
C 5.5326 6.0772 6.9388
H -7.3014 -11.0650 -3.8659
H 3.6698 -0.2366 -11.4900
H 6.3987 1.1461 0.4494
N 1.2584 2.9757 1.3175
H 6.9374 -13.7865 5.0731
H 0.2704 -8.7148 1.8691
C -2.2746 1.6388 -5.9975
C 6.4737 -0.2819 3.3796
H 2.1411 4.6806 7.6304
H 1.1649 -8.5399 -0.1147
H 4.7199 -11.1166 0.7608
H 5.2066 -2.6105 -12.9764
C 3.0366 6.1030 6.4627
H 0.3409 -3.0173 -7.8612
H 2.0040 1.6280 2.7462
N 1.0799 -1.6288 -4.9760
H 5.7996 5.9214 5.8659
H -5.5186 5.5350 0.9193
F 1.7554 -6.3030 1.3818
C 0.5563 -7.5827 -0.3883
H -0.6667 6.5105 3.4221
H -5.0499 9.8497 3.2949
N 6.3290 6.3074 9.1607
C -6.5560 -9.2579 -6.4527
C -5.9050 11.5282 1.3935
H -1.2733 -9.0401 1.5660
C -0.7044 6.3994 4.4823
H -6.2172 -1.2918 6.6854
C -7.9916 -11.1769 -6.3269
H 0.5051 4.3163 2.8811
H -4.9466 -2.3487 4.9585
C 2.5911 -3.2410 3.9285
N 6.6164 -12.7000 3.1288
H 3.0480 6.5346 9.2150
H -4.9961 1.4287 2.8218
H -9.2231 3.7629 2.4341
H -4.7978 7.6467 -1.1427
H 6.6043 -4.7255 -0.8928
H -1.3752 -3.9769 -3.5223
H 0.3067 -2.0469 -3.0453
C 2.9056 -2.2454 -8.7509
H -6.9239 -9.1313 -7.4608
C 0.9469 -2.5918 -7.1108
H 2.8808 -0.7924 -4.3420
O -2.6526 -0.1373 -4.3923
H 7.9832 0.6024 2.0745
F -3.2763 -2.6554 -1.9828
C 4.5324 -1.6659 3.4128
H -7.4787 13.9260 -0.3501
H 5.4862 -14.2399 4.0437
H -7.8471 -0.2901 5.2878
H -8.8291 -10.5408 -6.5621
H 3.2118 -4.3975 -8.8127
H 7.5316 5.9246 7.5111
H -6.3612 11.7428 -0.6117
O -1.6923 3.3050 3.8904
C 2.9402 6.7918 5.2679
H -0.2599 -5.4308 -3.0973
C 3.5942 -1.1331 -10.8395
O 3.6520 3.7273 5.0339
C -3.1233 -1.4819 -2.5310
C 5.6114 -8.3956 0.6525
H -1.0358 -4.6271 -1.7794
C 5.1130 6.4786 9.5701
C -0.6347 -8.2034 1.6594
H 0.1926 4.5254 -1.4292
H -1.8222 -6.6095 2.5030
C -5.3974 1.4864 3.8181
```

Computed properties:
Energy, eV: -188418.5340
Frontier orbital gap, eV: 2.1
LUMO energy, eV: -10.32
M, g mol⁻¹: 1993.3
Net charge: +6
Max |F|, eV/Å: 6.738

Atom charges from the Löwdin analysis, given in e for atoms 1 to 2: atom 1 (C): -0.218, atom 2 (C): -0.174

***

No. 3
Entry from OMol25: 8 unconnected molecules or ions with the total composition C24H52N3O10S7 (the ωB97M-V functional and the def2-TZVPD basis).

The geometry in XYZ format:
```
96
C24H52N3O10S7, DFT the ωB97M-V functional and the def2-TZVPD basis
H 9.3967 1.9762 7.5960
H 7.9398 0.9364 7.6636
H 6.6978 4.1578 9.3528
H -3.4470 1.3225 -8.6273
H -4.2442 -1.4248 -6.7166
O -5.7126 7.9994 -7.9517
H -1.0237 4.2865 -7.3733
H 2.8705 1.0698 6.8121
C -3.9655 -4.2789 3.2163
N -3.4689 -4.3451 6.4037
N 0.4291 -3.4377 5.2694
O 6.0114 2.8674 6.7756
H -5.4768 -1.7047 -5.4482
O -1.7101 2.9961 -9.9504
H 11.5758 -2.1836 10.5590
C -4.9966 -0.9540 -6.0800
C 9.5305 -2.0843 7.5018
S -4.2262 0.3095 -5.0400
H 9.8447 -3.0845 7.1942
H -2.4126 -1.2796 -4.9825
S -0.3380 3.3754 -9.4756
O -5.1824 -0.9138 -9.1019
C 0.7006 1.8987 -9.5788
H -0.8046 2.5206 -7.2686
H 0.8363 1.6415 -10.6329
C 10.8414 -2.4984 9.8135
H 9.3376 -1.4777 6.6127
O 10.3145 -0.0073 8.9935
H -4.9159 1.6716 -7.6797
H -3.4079 0.3604 -10.9630
H -4.5607 2.6274 -9.1411
H -7.4074 5.8616 -8.8426
O -5.1939 -3.3458 0.9260
H -3.5889 -1.5551 -3.6603
H 4.5145 0.3884 6.9046
O -4.5671 -2.4632 0.1895
C -4.6663 -5.4117 4.1745
C 8.4221 1.7700 7.1472
H 0.6203 3.6051 -7.2808
H 0.2183 1.0651 -9.0624
S -5.4411 0.4515 -9.6685
C -6.4966 5.9224 -9.4435
C -5.1857 5.5083 -7.1317
H 8.3418 3.4764 9.4452
C -3.0470 -0.7993 -4.2336
H 8.5578 1.5128 6.0931
C -4.4503 0.6125 -11.1727
S 3.5563 0.1587 4.7098
S -5.1755 6.7049 -8.4881
H -1.9390 -1.1048 3.5862
H -4.5205 1.6358 -11.5490
H -4.8449 -0.0761 -11.9248
H -4.9129 4.5216 -7.5125
C -4.4180 -2.9743 -1.2137
H -4.4514 5.8231 -6.3863
H -5.3592 -6.2482 3.7364
C -4.3983 -5.3903 5.7937
H 5.5694 -1.1119 5.0553
H 1.6751 2.1048 -9.1300
H -6.1824 4.9223 -9.7510
C -0.2184 -2.2745 5.6513
H -3.1026 -1.6614 2.2103
S 10.8516 -1.3019 8.4571
S 7.3836 3.2467 7.2505
H -1.3267 -2.4820 2.4138
H 11.1142 -3.4852 9.4327
H 4.1125 -2.1516 5.1230
H 8.6198 -2.1451 8.1026
C -2.7401 -3.2774 5.5662
C -2.2768 -2.0505 2.9462
H -2.1911 -1.1751 6.4198
H -3.2952 -4.3263 7.4534
C -4.2537 -4.2869 1.5691
H -5.7517 -0.4737 -6.7070
C 4.5948 -1.3180 4.6066
H -6.6895 6.5290 -10.3325
H 4.7305 -1.5752 3.5525
H 6.9169 2.3919 9.4575
H -1.5645 -2.6962 7.4435
C 7.3329 3.3192 9.0571
H -2.4235 -0.2106 -3.5551
O -3.4451 1.2206 -5.9411
H 9.8515 -2.5340 10.2739
C 3.5056 0.2311 6.5165
C -1.7333 -2.2521 6.3590
H 3.0896 -0.6961 6.9168
H -4.8663 -6.1767 6.5483
H 1.3333 -3.1501 4.8319
C -2.9616 -3.1713 3.9398
C -0.3886 3.4478 -7.6689
C -4.4915 1.6367 -8.6860
N -4.1044 -3.8299 -2.1650
O 2.1841 -0.2206 4.2350
H -6.1756 5.4727 -6.6713
O -3.5781 -5.2585 0.8947
H 0.2953 -1.2221 5.4350
```

Computed properties:
Energy, eV: -126494.2948
Frontier orbital gap, eV: 4.2
LUMO energy, eV: -5.34
M, g mol⁻¹: 767.2
Net charge: +1
Max |F|, eV/Å: 11.943

Atom charges from the Löwdin analysis, given in e for atoms 1 to 2: atom 1 (H): 0.045, atom 2 (H): 0.045

***

- The lowest energy belongs to which entry?
  C96H142F9N17O18